# C20H36Cl2N2O3PYb

A structure of composition C20H36Cl2N2O3PYb at a distorted geometry (the ωB97M-V functional and the def2-TZVPD basis, the Open Molecules 2025 dataset).

Each line ends with the Löwdin charge.
CARTESIAN COORDINATES (ANGSTROEM)
O (-0.21841, 0.75191, -1.67422)  -0.161
C (-0.28805, 1.03331, -2.87683)  -0.151
C (0.78034, 1.85179, -3.56012)  -0.147
C (1.36966, 2.95682, -2.90376)  -0.014
H (1.24926, 3.00615, -1.82238)  0.089
C (2.06115, 3.94817, -3.61132)  -0.067
H (2.38934, 4.84595, -3.05176)  0.115
C (2.26995, 3.80678, -4.99440)  -0.082
H (2.71570, 4.64480, -5.53455)  0.103
C (1.89122, 2.61935, -5.63536)  -0.081
H (2.16961, 2.46650, -6.68939)  0.109
C (1.14842, 1.67880, -4.91431)  -0.038
H (0.93695, 0.74008, -5.41113)  0.110
H (-1.10381, 0.46951, -3.49635)  0.133
C (-3.14652, 1.63552, -2.86039)  -0.103
C (-2.52455, 0.36876, -2.52903)  -0.166
H (-4.23803, 1.59368, -2.91511)  0.084
H (-2.71836, 2.02341, -3.79934)  0.080
H (-2.82632, 2.37503, -2.10915)  0.101
C (-2.82049, -0.56347, -1.63085)  -0.166
C (-4.16589, -0.76172, -0.93100)  -0.089
H (-2.05747, -1.20782, -1.17515)  0.079
H (-5.00760, -0.35922, -1.53321)  0.072
H (-4.17174, -0.28965, 0.07608)  0.071
H (-4.31613, -1.84787, -0.80103)  0.070
Yb (0.48341, 0.05364, 0.28061)  0.824
Cl (0.23812, 2.52930, 1.01686)  -0.066
Cl (2.71531, -0.95335, -1.00817)  -0.089
C (-2.09840, 0.73397, 2.32686)  -0.324
O (-1.40838, -0.11805, 1.71830)  -0.174
N (-2.67278, 0.48213, 3.49992)  -0.175
C (-2.45453, -0.83260, 4.09430)  -0.023
C (-3.45222, 1.49757, 4.21195)  -0.037
H (-2.24275, 1.75306, 1.92290)  0.104
H (-1.84737, -1.40869, 3.39016)  0.086
H (-3.41105, -1.32521, 4.27638)  0.090
H (-1.94438, -0.74155, 5.05847)  0.094
H (-3.45724, 2.44227, 3.63328)  0.097
H (-3.01750, 1.67818, 5.21072)  0.093
H (-4.49167, 1.15186, 4.35344)  0.091
H (-0.31172, -5.44861, 1.49543)  0.094
H (2.19592, -5.52828, 0.28821)  0.095
C (-0.61764, -4.83893, 0.63380)  -0.027
C (1.63302, -5.04777, -0.52941)  -0.026
N (0.56049, -4.22654, 0.02906)  -0.182
H (-1.31363, -4.06214, 0.97375)  0.087
C (0.68627, -2.91991, 0.09684)  -0.380
O (-0.26572, -2.13517, 0.30707)  -0.153
H (2.31967, -4.39340, -1.08633)  0.092
H (1.72561, -2.55010, -0.10099)  -0.025
H (-1.10748, -5.46494, -0.11588)  0.089
H (1.17506, -5.78174, -1.20510)  0.093
C (4.40498, -0.70724, 2.58207)  -0.300
P (2.73784, -0.03299, 2.20476)  0.724
C (2.26068, 1.04713, 3.63183)  -0.315
C (3.21858, 1.33219, 1.07756)  -0.420
H (4.28113, -1.38547, 3.44292)  0.031
H (5.11627, 0.10816, 2.78428)  0.040
H (4.69654, -1.26529, 1.67406)  0.032
H (3.15520, 1.50779, 4.07148)  0.036
H (1.55553, 1.81695, 3.26761)  -0.012
H (1.74587, 0.43786, 4.39067)  0.022
H (4.10140, 1.89581, 1.39728)  0.048
H (3.38729, 0.89636, 0.08007)  -0.082
H (2.34198, 2.01721, 1.00698)  -0.103

Total charge: 0
Relative energy (zero: lowest compared OMol25 entry of this formula, charge and spin): 1.170 eV
Multiplicity: 2
HOMO (alpha / beta): -5.80 / -5.83 eV
Orbital gap (alpha / beta): 5.61 / 5.69 eV
Strongest force on any atom: 3.7 eV/Å
Energy: -96310.2097 eV
⟨S²⟩: 0.76